(1)
Molecular formula: C37H31GeIrN2PSSbSe4
Method: DFT, the ωB97M-V functional and the def2-TZVPD basis

The geometry in XYZ format:
```
79
Properties=species:S:1:pos:R:3:forces:R:3
Ir -0.7932 -1.0801 0.2674 -0.152 -0.212 0.064
N 1.2420 -0.5597 0.1625 -0.065 -0.010 0.011
C 2.2270 -1.6450 0.2181 -0.044 -0.052 -0.013
C 3.5797 -1.3521 0.3045 -0.042 -0.006 -0.022
C 4.4909 -2.3926 0.3514 0.058 -0.047 0.010
C 4.0573 -3.7141 0.3126 -0.011 0.030 -0.010
C 2.7055 -3.9943 0.2313 -0.014 -0.009 0.031
C 1.7771 -2.9549 0.1806 0.101 0.003 -0.032
P -0.0136 -3.1947 0.1595 -0.110 -0.149 0.147
C -0.4583 -4.1132 -1.3240 -0.007 0.165 -0.104
C -1.7956 -4.4824 -1.4824 -0.047 -0.011 0.045
C -2.2103 -5.0970 -2.6494 0.007 -0.025 -0.041
C -1.2989 -5.3337 -3.6721 -0.026 -0.007 -0.006
C 0.0256 -4.9551 -3.5252 0.007 -0.013 -0.016
C 0.4477 -4.3396 -2.3553 0.059 -0.045 0.042
C -0.3720 -4.2693 1.5684 -0.128 -0.065 -0.103
C -0.3733 -3.6986 2.8396 0.017 0.076 0.001
C -0.6526 -4.4741 3.9501 0.001 0.008 0.065
C -0.9443 -5.8228 3.7971 -0.010 -0.050 0.005
C -0.9504 -6.3966 2.5347 0.011 0.031 0.014
C -0.6664 -5.6221 1.4190 0.094 -0.025 0.006
H 1.3864 -0.0352 -0.7016 0.034 0.054 0.010
H 1.4462 0.1072 0.9029 0.027 0.025 0.035
H 3.9147 -0.3229 0.3289 -0.018 -0.023 0.009
H 5.5478 -2.1738 0.4236 0.000 -0.002 -0.002
H 4.7751 -4.5216 0.3541 0.007 0.001 0.004
H 2.3629 -5.0221 0.2212 -0.012 0.000 0.000
H -2.5156 -4.2903 -0.6951 0.023 0.018 0.012
H -3.2459 -5.3874 -2.7638 -0.003 0.005 -0.008
H -1.6257 -5.8098 -4.5870 -0.002 -0.008 0.004
H 0.7352 -5.1372 -4.3211 -0.004 0.005 -0.003
H 1.4845 -4.0458 -2.2526 -0.005 0.021 0.009
H -0.1566 -2.6420 2.9656 -0.009 0.003 -0.022
H -0.6517 -4.0264 4.9348 -0.005 -0.001 0.000
H -1.1719 -6.4268 4.6654 0.003 0.002 0.001
H -1.1796 -7.4468 2.4148 0.000 -0.002 0.004
H -0.6710 -6.0772 0.4373 -0.019 0.013 -0.017
S -5.5126 -2.0044 0.4326 0.188 -0.136 -0.027
C -3.8958 -1.7732 0.4101 0.020 0.091 0.021
N -2.7497 -1.5781 0.3823 0.202 0.020 0.017
Se -4.2300 3.8424 1.1560 0.009 0.094 -0.030
Sb -4.3084 2.0388 -0.5949 0.049 0.151 -0.080
Se -6.1969 0.7382 0.3511 -0.240 -0.035 0.145
Se -5.5306 3.1049 -2.5440 -0.004 0.073 -0.146
Se -1.5000 1.1817 -0.3921 0.100 0.183 -0.192
C 0.5201 4.2030 4.3812 0.032 0.029 0.012
C -0.6667 3.6102 3.9739 0.012 0.024 0.024
C -0.8591 3.2907 2.6390 -0.193 -0.235 -0.123
C 0.1280 3.5681 1.6935 0.039 -0.161 0.024
C 1.3150 4.1677 2.1146 0.032 0.111 -0.095
C 1.5112 4.4838 3.4514 -0.024 0.010 0.033
Ge -0.1333 3.1404 -0.1813 0.020 0.145 -0.041
C 1.5732 2.8373 -1.0841 -0.008 0.027 0.022
C 1.7412 3.2229 -2.4130 -0.126 -0.024 -0.072
C 2.9545 3.0439 -3.0619 -0.025 0.009 -0.021
C 4.0279 2.4880 -2.3848 0.064 -0.011 -0.019
C 3.8856 2.1165 -1.0556 0.058 0.003 -0.023
C 2.6680 2.2892 -0.4154 -0.002 0.024 0.149
C -1.1973 4.4774 -1.1125 -0.095 -0.116 0.113
C -1.5198 5.6678 -0.4641 0.014 0.114 0.095
C -2.3172 6.6215 -1.0839 0.001 0.013 -0.004
C -2.8005 6.3971 -2.3653 0.014 0.054 0.086
C -2.4852 5.2185 -3.0229 0.044 -0.132 -0.047
C -1.6942 4.2620 -2.3958 -0.080 -0.107 -0.181
H 0.6714 4.4497 5.4239 0.004 0.002 0.002
H -1.4424 3.3962 4.6972 -0.009 -0.009 0.001
H -1.7907 2.8134 2.3324 0.248 0.108 0.080
H 2.0901 4.4131 1.3960 -0.005 -0.033 0.016
H 2.4349 4.9529 3.7642 -0.001 0.003 0.006
H 0.9202 3.6792 -2.9534 0.011 0.000 0.011
H 3.0612 3.3497 -4.0943 0.011 0.003 0.003
H 4.9791 2.3619 -2.8849 0.001 -0.007 0.002
H 4.7344 1.7176 -0.5140 0.007 0.008 0.002
H 2.5894 2.0348 0.6383 -0.006 0.027 0.003
H -1.1384 5.8629 0.5315 -0.023 -0.017 0.048
H -2.5563 7.5416 -0.5668 -0.004 -0.007 0.004
H -3.4169 7.1411 -2.8509 -0.019 0.015 -0.005
H -2.8505 5.0416 -4.0268 -0.004 -0.019 0.021
H -1.4719 3.3383 -2.9226 -0.030 0.011 0.032
```
Positions in Å, forces in eV/Å.

Calculated values
- ⟨S²⟩ = 8.78
- multiplicity = 6
- total charge = +1
- energy (hartree) = -14304.6294
- frontier orbital gap (spin up / spin down) (eV) = 7.247 / 5.327
- relative energy (zero: lowest compared OMol25 entry of this formula, charge and spin) (kcal/mol) = 0.00
- maximum force (Eh/bohr) = 0.00637



(2)
Molecular formula: C37H31N2S
Method: DFT, the ωB97M-V functional and the def2-TZVPD basis

The geometry in XYZ format:
```
71
Properties=species:S:1:pos:R:3:forces:R:3
C 4.9260 -2.8787 2.6933 -0.403 0.395 -0.123
C 3.7202 -3.0699 3.3819 -0.072 -0.041 -0.218
C 2.6668 -2.1664 3.2332 0.091 0.124 -0.042
C 2.8513 -0.9559 2.5239 0.643 -0.363 0.206
C 1.7626 0.0187 2.3708 0.000 0.408 0.030
C 0.4364 -0.4459 2.2273 -0.010 -0.400 -0.220
C -0.7245 0.3005 2.1855 0.132 0.071 0.812
C -2.0732 -0.1736 2.3341 -0.887 -0.425 -0.040
C -3.0920 0.7877 2.5988 0.151 -0.350 -0.165
C -4.4185 0.4072 2.7801 0.096 0.015 -0.178
C -4.7823 -0.9431 2.6664 0.277 0.260 0.107
C -3.7912 -1.9129 2.4696 0.412 0.049 -0.162
C -2.4479 -1.5427 2.2988 -0.598 0.330 0.187
C 2.1063 1.4342 2.4611 0.482 0.793 0.075
C 1.3727 2.4477 1.8087 0.070 0.052 -0.088
C 1.7013 3.7945 1.9661 0.152 -0.063 0.054
C 2.7798 4.1725 2.7738 -0.206 -0.295 0.208
C 3.5022 3.1918 3.4664 -0.075 -0.120 -0.333
C 3.2065 1.8476 3.2675 -0.155 -0.188 0.055
C 4.1472 -0.6974 1.9919 -0.350 0.026 -0.072
C 5.1288 -1.6858 1.9869 -0.276 -0.096 0.171
H 5.6948 -3.6506 2.6952 -0.178 0.226 0.118
H 3.5942 -3.9547 4.0075 -0.051 0.232 -0.258
H 1.7072 -2.3608 3.7233 0.403 0.031 -0.163
H 0.3366 -1.5285 2.1907 -0.025 0.165 0.001
H -0.6693 1.3837 2.1884 0.081 -0.207 0.155
H -2.8174 1.8413 2.6582 -0.075 -0.231 -0.021
H -5.1764 1.1703 2.9830 0.301 -0.334 -0.116
H -5.8406 -1.2275 2.7371 0.570 0.072 0.057
H -4.0853 -2.9660 2.4272 0.234 0.391 -0.032
H -1.6926 -2.3024 2.1233 -0.169 0.043 -0.018
H 0.5932 2.1554 1.1020 0.423 0.297 0.171
H 1.1325 4.5669 1.4408 0.216 -0.372 0.128
H 3.0589 5.2243 2.8692 -0.181 -0.339 0.017
H 4.3079 3.4653 4.1501 -0.189 -0.048 -0.336
H 3.8362 1.0930 3.7483 -0.433 0.308 0.008
H 4.3785 0.2865 1.5718 -0.267 -0.506 -0.187
H 6.0464 -1.5276 1.4218 -0.145 0.036 0.311
C 3.0417 2.9355 -1.1476 -0.156 -0.020 -0.170
C 3.6005 1.7492 -1.6254 -0.015 -0.022 -0.115
C 2.7808 0.7429 -2.1464 -0.422 0.178 0.331
C 1.3915 0.9156 -2.1086 0.010 -0.234 -0.318
C 0.4433 -0.1686 -2.5832 -0.015 0.116 -0.045
C -0.0756 0.2171 -3.9601 0.165 0.623 -0.501
C -1.1567 -0.6872 -4.4963 -0.097 -0.386 0.140
N -2.0452 -1.0827 -3.4048 0.134 -0.393 -0.448
C -3.3114 -1.6339 -3.6337 -0.079 0.670 -0.049
C -4.0077 -1.8630 -2.4460 -0.566 -0.249 -0.541
C -5.3274 -2.3207 -2.4974 0.376 0.244 -0.155
C -5.9714 -2.3895 -3.7390 0.224 -0.042 0.114
C -5.2821 -2.0895 -4.9203 0.221 -0.130 0.213
C -3.9241 -1.7588 -4.8840 -0.112 -0.090 0.306
S -3.0552 -1.3849 -1.0547 0.059 -0.089 -0.024
C -1.7146 -0.8671 -2.0897 0.470 0.597 0.251
N -0.6446 -0.3332 -1.6004 -0.372 -0.941 -0.575
C 0.8302 2.1344 -1.7240 0.410 0.205 0.326
C 1.6625 3.1474 -1.2397 -0.170 -0.269 -0.277
H 3.6771 3.7145 -0.7314 -0.064 -0.155 -0.112
H 4.6819 1.6096 -1.6121 -0.254 0.076 0.009
H 3.1957 -0.1796 -2.5737 -0.107 0.386 0.354
H 1.0082 -1.1090 -2.7274 -0.213 0.134 0.439
H -0.4482 1.2495 -3.9331 0.095 -0.171 0.054
H 0.7586 0.1864 -4.6666 -0.042 0.212 0.040
H -1.7330 -0.1518 -5.2583 0.006 -0.131 0.133
H -0.7183 -1.5775 -4.9706 -0.205 0.076 0.148
H -5.8221 -2.5945 -1.5718 -0.185 0.145 -0.157
H -7.0205 -2.6755 -3.7873 0.263 0.017 0.039
H -5.8064 -2.1211 -5.8754 0.181 -0.068 0.257
H -3.3500 -1.5763 -5.7911 -0.275 -0.001 0.176
H -0.2586 2.2679 -1.7885 0.530 -0.045 0.125
H 1.2181 4.0958 -0.9360 0.219 -0.193 -0.063
```
Positions in Å, forces in eV/Å.

Calculated values
- multiplicity = 1
- total charge = +1
- energy (hartree) = -1935.9988
- frontier orbital gap (eV) = 4.677
- maximum force (Eh/bohr) = 0.02265



(3)
Molecular formula: C37H31N3NiS4Si
Method: DFT, the ωB97M-V functional and the def2-TZVPD basis

The geometry in XYZ format:
```
77
Properties=species:S:1:pos:R:3:forces:R:3
Ni -0.0974 0.0815 -0.1847 0.586 0.182 -0.714
C -5.1780 1.2225 3.1739 0.053 -0.090 -0.010
C -4.6897 0.0881 4.0903 -0.188 0.023 -0.020
C -5.1181 -1.2664 3.5015 0.038 0.015 0.023
C -5.3702 0.2474 5.4539 0.083 0.019 -0.047
C -3.1683 0.1367 4.1920 0.006 0.028 -0.087
C -2.5160 0.2076 5.4264 0.179 -0.099 0.084
C -1.1310 0.2163 5.5097 -0.161 0.012 0.140
C -0.4004 0.1723 4.3405 0.312 -0.002 -0.333
S 1.3266 0.1441 4.1399 -0.044 -0.031 -0.148
C 1.0971 0.0970 2.3879 -1.157 -0.073 0.552
N -0.1533 0.1295 2.0058 0.718 0.081 0.474
C -1.0186 0.1342 3.0725 -0.326 0.062 0.871
C -2.4136 0.1014 3.0227 0.145 0.046 -0.192
C 2.1696 -0.0120 1.4520 1.071 -0.037 -1.010
C 3.5189 0.0042 1.8438 -0.429 0.002 0.194
C 4.5115 -0.0799 0.8949 0.341 0.015 0.085
C 4.1754 -0.1930 -0.4534 -0.385 -0.005 -0.036
C 2.8426 -0.2450 -0.8424 0.676 0.128 -0.142
C 1.8102 -0.1423 0.0850 -1.357 -0.094 0.664
H -6.2711 1.2524 3.1674 -0.003 -0.006 -0.030
H -4.8408 1.0689 2.1486 -0.023 0.021 -0.009
H -4.8026 2.1884 3.5211 -0.027 -0.007 0.015
H -6.2068 -1.3658 3.5469 0.002 0.000 -0.022
H -4.6694 -2.0855 4.0702 -0.046 0.001 0.019
H -4.8201 -1.3659 2.4589 0.051 0.019 -0.073
H -6.4525 0.2202 5.3137 -0.014 -0.001 0.008
H -5.1148 1.2010 5.9244 0.006 -0.032 0.014
H -5.0996 -0.5649 6.1334 -0.023 0.027 0.019
H -3.0809 0.2269 6.3494 -0.002 0.039 -0.060
H -0.6381 0.2510 6.4743 -0.005 -0.001 -0.011
H -2.8849 0.0467 2.0502 -0.036 -0.001 -0.044
H 3.7660 0.0806 2.8997 0.095 0.034 -0.036
H 5.5533 -0.0584 1.1979 -0.020 -0.002 -0.002
H 4.9567 -0.2456 -1.2038 0.010 -0.050 0.007
H 2.6170 -0.3563 -1.8951 -0.126 0.046 0.031
S 0.5179 0.9935 -3.2834 -0.022 -0.032 -0.289
C 0.3428 2.1912 -2.1362 0.172 0.472 0.356
N 0.2440 2.0774 -0.8142 -0.226 -0.591 -0.547
C 0.1248 3.2798 -0.1664 -0.061 0.159 0.104
C -0.0188 3.4447 1.2118 0.004 -0.062 -0.039
C -0.1186 4.7230 1.7352 -0.002 -0.066 0.069
C -0.0808 5.8460 0.9114 0.010 0.072 -0.016
C 0.0478 5.6986 -0.4642 -0.014 0.010 0.123
C 0.1444 4.4209 -0.9906 0.062 0.001 -0.134
S 0.3082 3.9206 -2.6467 0.011 -0.312 0.178
H -0.0608 2.5649 1.8413 -0.005 0.067 -0.015
H -0.2333 4.8466 2.8061 0.005 0.008 -0.009
H -0.1534 6.8361 1.3468 -0.015 0.002 -0.027
H 0.0701 6.5666 -1.1126 -0.002 -0.008 -0.011
S -2.3145 0.6426 -0.7714 0.679 0.438 -0.197
C -3.6231 -0.2595 -0.3377 -0.599 -0.452 0.164
N -4.6157 -0.8028 -0.0585 0.082 -0.046 0.151
C -4.0132 -4.1837 -1.7572 -0.030 -0.027 0.016
C -3.2948 -3.3764 -2.6283 -0.018 0.016 -0.069
C -2.1172 -2.7729 -2.2128 -0.024 0.024 -0.044
C -1.6216 -2.9666 -0.9225 0.259 0.028 0.184
C -2.3627 -3.7761 -0.0607 0.016 -0.028 -0.035
C -3.5440 -4.3806 -0.4681 -0.062 -0.028 0.028
Si -0.0170 -2.1259 -0.2974 -0.160 -0.101 -0.170
C 1.3819 -2.9704 -1.3026 -0.124 0.076 0.167
C 1.5362 -2.7972 -2.6797 -0.033 -0.037 -0.055
C 2.6298 -3.3192 -3.3567 0.038 -0.013 -0.071
C 3.6064 -4.0293 -2.6704 0.008 -0.014 0.035
C 3.4696 -4.2200 -1.3021 0.057 -0.023 -0.010
C 2.3714 -3.6951 -0.6344 -0.011 -0.036 -0.030
H -4.9474 -4.6340 -2.0741 0.006 -0.004 -0.003
H -3.6708 -3.1978 -3.6301 0.020 0.010 0.006
H -1.5882 -2.1167 -2.8970 -0.030 0.035 0.032
H -2.0069 -3.9289 0.9535 -0.017 -0.009 -0.013
H -4.1093 -4.9907 0.2288 -0.002 0.008 -0.007
H 0.1637 -2.8489 1.0226 0.032 0.123 -0.011
H 0.8016 -2.2206 -3.2317 0.026 0.043 0.020
H 2.7355 -3.1577 -4.4245 -0.033 0.014 0.010
H 4.4703 -4.4229 -3.1953 -0.013 -0.006 -0.005
H 4.2268 -4.7705 -0.7526 -0.004 0.012 -0.003
H 2.2814 -3.8389 0.4376 0.019 0.008 -0.007
```
Positions in Å, forces in eV/Å.

Calculated values
- multiplicity = 1
- total charge = -2
- energy (hartree) = -4983.5210
- frontier orbital gap (spin up / spin down) (eV) = 5.306 / 5.279
- relative energy (zero: lowest compared OMol25 entry of this formula, charge and spin) (kcal/mol) = 0.00
- maximum force (Eh/bohr) = 0.02943